[1]
Computed, not measured: a structure of composition C50H38Cl3N2O3P2SSiTi, with ωB97M-V/def2-TZVPD.

The geometry in XYZ format:
```
101
C50H38Cl3N2O3P2SSiTi, DFT ωB97M-V/def2-TZVPD
Ti -1.64 0.75 -0.21
O -0.95 2.14 0.95
C -1.25 2.63 2.12
C -0.77 3.90 2.50
C -1.03 4.41 3.76
C -1.79 3.68 4.68
C -2.28 2.44 4.31
C -2.04 1.90 3.04
C -2.64 0.65 2.69
N -2.59 0.07 1.53
N -3.37 -1.07 1.44
C -3.33 -1.50 0.20
O -2.65 -0.92 -0.71
C -4.14 -2.70 -0.16
C -4.70 -3.50 0.83
C -5.42 -4.63 0.47
C -5.59 -4.97 -0.86
C -5.03 -4.16 -1.85
C -4.31 -3.03 -1.49
H -0.18 4.45 1.78
H -0.66 5.39 4.03
H -2.00 4.07 5.66
H -2.89 1.87 5.00
H -3.26 0.15 3.44
H -4.57 -3.23 1.87
H -5.86 -5.26 1.25
H -6.15 -5.85 -1.14
H -5.17 -4.41 -2.89
H -3.87 -2.38 -2.24
O 1.43 -3.52 -2.29
S 1.35 -2.26 -1.49
C 0.09 -1.24 -2.29
C -0.88 -1.90 -3.00
C -1.87 -1.18 -3.67
C -1.88 0.19 -3.60
C -0.88 0.87 -2.89
C 0.16 0.17 -2.26
P 1.84 0.89 -1.91
C 2.31 1.05 -3.68
C 2.03 2.15 -4.48
C 2.37 2.16 -5.82
C 2.99 1.06 -6.39
C 3.28 -0.05 -5.61
C 2.95 -0.05 -4.26
C 1.67 2.66 -1.48
C 2.90 3.30 -1.32
C 2.97 4.64 -0.99
C 1.80 5.38 -0.80
C 0.58 4.75 -0.95
C 0.51 3.40 -1.29
C 0.36 -2.67 -0.03
C -0.48 -3.77 -0.13
C -1.27 -4.12 0.95
C -1.22 -3.36 2.11
C -0.35 -2.29 2.22
C 0.48 -1.94 1.15
P 1.63 -0.50 1.23
C 3.26 -1.32 1.05
C 3.49 -2.68 1.26
C 4.77 -3.20 1.13
C 5.83 -2.37 0.80
C 5.61 -1.02 0.59
C 4.33 -0.50 0.71
C 1.67 -0.06 3.00
C 1.32 1.24 3.33
C 1.31 1.66 4.65
C 1.68 0.78 5.65
C 2.05 -0.52 5.34
C 2.05 -0.94 4.02
H -0.86 -2.98 -3.04
H -2.62 -1.70 -4.25
H -2.65 0.77 -4.09
H -0.84 1.95 -2.98
H 1.54 3.02 -4.04
H 2.15 3.03 -6.43
H 3.25 1.06 -7.44
H 3.77 -0.92 -6.04
H 3.18 -0.92 -3.65
H 3.82 2.74 -1.45
H 3.94 5.12 -0.87
H 1.85 6.43 -0.54
H -0.35 5.30 -0.82
H -0.47 2.98 -1.40
H -0.49 -4.34 -1.05
H -1.95 -4.96 0.87
H -1.87 -3.60 2.95
H -0.32 -1.72 3.13
H 2.66 -3.34 1.50
H 4.93 -4.26 1.28
H 6.83 -2.78 0.70
H 6.43 -0.37 0.32
H 4.15 0.55 0.51
H 1.04 1.93 2.54
H 1.01 2.68 4.89
H 1.67 1.10 6.69
H 2.34 -1.21 6.12
H 2.34 -1.96 3.77
Cl -4.88 3.08 0.27
Si -3.60 2.21 -1.16
Cl -3.03 3.94 -2.32
Cl -5.05 1.36 -2.49
```

As for the HOMO energy (spin up / spin down): -0.1232 / -0.1871 Ha. Its largest force on an atom is 0.0148 Eh/bohr. For the energy relative to the best compared isomer or geometry (same formula, charge and spin), the calculation gives 16.6 kcal per mole. The charge is -1. Its frontier orbital gap (spin up / spin down) is 5.6 / 7.3 eV. The value obtained for the total energy is -5864.11890 hartree. The multiplicity is 3.

[2]
Computed, not measured: a cluster of 2 separate species, C4H8O3 in total, with ωB97M-V/def2-TZVPD.

The geometry in XYZ format:
```
15
C4H8O3, DFT ωB97M-V/def2-TZVPD
O -0.97 1.76 -0.48
C -0.84 0.69 -1.00
C -0.66 -0.60 -0.22
C 0.83 -0.69 0.03
O 1.61 -1.07 -0.82
C 1.33 -0.17 1.36
O 2.72 -0.12 1.39
H -0.78 0.59 -2.10
H -0.99 -1.46 -0.82
H -1.22 -0.52 0.71
H 0.88 0.82 1.53
H 0.94 -0.83 2.15
H 3.02 -0.44 0.52
H -2.70 1.26 1.02
H -3.22 0.76 1.22
```

As for the HOMO energy: -0.3838 Ha. The SMILES is O=CCC(=O)CO.[H][H]. Its largest force on an atom is 0.0111 Eh/bohr. For the energy relative to the best compared isomer or geometry (same formula, charge and spin), the calculation gives 57.2 kcal per mole. The charge is 0. Its frontier orbital gap is 10.7 eV. The value obtained for the total energy is -382.87365 hartree.

[3]
Computed, not measured: the molecule CH3IO3S, with ωB97M-V/def2-TZVPD.

The geometry in XYZ format:
```
9
CH3IO3S, DFT ωB97M-V/def2-TZVPD
C 1.32 -0.25 0.20
O -0.15 1.53 -1.04
O -0.98 0.79 1.19
O -1.34 -0.72 -0.73
S -0.33 0.50 -0.04
I -3.08 -0.50 -0.17
H 1.17 -0.91 1.11
H 1.22 -0.88 -0.71
H 2.17 0.44 0.18
```

As for the HOMO energy: -0.3511 Ha. Its largest force on an atom is 0.1039 Eh/bohr. For the energy relative to the best compared isomer or geometry (same formula, charge and spin), the calculation gives 25.9 kcal per mole. The charge is 0. Its frontier orbital gap is 9.1 eV. The value obtained for the total energy is -961.42143 hartree.

[4]
Computed, not measured: a cluster of 2 separate species, C2H5IS in total, with ωB97M-V/def2-TZVPD.

The geometry in XYZ format:
```
9
C2H5IS, DFT ωB97M-V/def2-TZVPD
C 2.16 -0.63 -0.58
S 2.93 0.53 0.28
H 1.65 -0.33 -1.45
H 2.18 -1.64 -0.43
C -1.48 0.29 0.49
I -3.63 0.95 0.07
H -1.66 -0.73 0.61
H -0.97 0.72 -0.31
H -1.18 0.84 1.31
```

As for the HOMO energy: -0.3383 Ha. The SMILES is C=S.CI. Its largest force on an atom is 0.0811 Eh/bohr. For the energy relative to the best compared isomer or geometry (same formula, charge and spin), the calculation gives 35.3 kcal per mole. The charge is 0. Its frontier orbital gap is 8.4 eV. The value obtained for the total energy is -775.01012 hartree.

[5]
Computed, not measured: the molecule CH2NOPS, with ωB97M-V/def2-TZVPD.

The geometry in XYZ format:
```
7
CH2NOPS, DFT ωB97M-V/def2-TZVPD
C 0.60 1.06 0.30
N -0.31 -0.99 -0.63
O 0.69 -0.28 0.22
P -0.58 2.15 -0.14
S -1.77 -1.29 0.15
H 1.40 1.26 1.00
H -0.02 -1.92 -0.89
```

As for the HOMO energy (spin up / spin down): -0.2786 / -0.2758 Ha. Its largest force on an atom is 0.0335 Eh/bohr. For the energy relative to the best compared isomer or geometry (same formula, charge and spin), the calculation gives 80.4 kcal per mole. The charge is 0. Its frontier orbital gap (spin up / spin down) is 4.7 / 4.4 eV. The value obtained for the total energy is -908.59902 hartree.

[6]
Computed, not measured: a structure of composition C5H11N3, with ωB97M-V/def2-TZVPD.

The geometry in XYZ format:
```
19
C5H11N3, DFT ωB97M-V/def2-TZVPD
C -0.31 1.38 -0.82
C -0.34 0.96 1.69
N 0.21 -1.67 -0.20
C 0.95 -0.63 0.11
C -0.20 0.35 0.30
N 2.26 -0.45 -0.08
C -1.00 -0.97 0.08
N -2.15 -1.41 0.24
H 0.24 -2.28 -1.52
H 2.65 0.48 -0.04
H 2.79 -1.18 -0.54
H -2.84 -0.69 0.43
H -0.07 -2.14 -2.47
H -1.29 1.86 -0.78
H 0.45 2.15 -0.71
H 0.40 1.74 1.85
H -0.21 0.89 -1.79
H -1.33 1.41 1.79
H -0.23 0.20 2.46
```

As for the HOMO energy: -0.3063 Ha. Its largest force on an atom is 0.0742 Eh/bohr. For the energy relative to the best compared isomer or geometry (same formula, charge and spin), the calculation gives 71.5 kcal per mole. The charge is 0. Its frontier orbital gap is 8.8 eV. The value obtained for the total energy is -361.27545 hartree.

[7]
Computed, not measured: the molecule C4H9ClO, with ωB97M-V/def2-TZVPD.

The geometry in XYZ format:
```
15
C4H9ClO, DFT ωB97M-V/def2-TZVPD
C -2.12 -0.86 -1.47
O -1.54 -0.02 -0.55
C -0.22 -0.37 -0.11
C -0.28 -1.49 0.93
C 0.26 0.98 0.38
Cl 2.01 1.00 0.46
H -2.18 -1.93 -1.07
H -3.08 -0.58 -1.75
H -1.57 -0.88 -2.43
H 0.38 -0.68 -1.02
H -0.98 -1.17 1.73
H 0.77 -1.67 1.25
H -0.62 -2.37 0.38
H -0.22 1.16 1.35
H -0.12 1.73 -0.22
```

As for the HOMO energy: -0.3653 Ha. The SMILES is CO[C@H](C)CCl. Its largest force on an atom is 0.0620 Eh/bohr. For the energy relative to the best compared isomer or geometry (same formula, charge and spin), the calculation gives 19.2 kcal per mole. The charge is 0. Its frontier orbital gap is 11.0 eV. The value obtained for the total energy is -693.20805 hartree.

[8]
Computed, not measured: a structure of composition C14H27O26S6Zr, with ωB97M-V/def2-TZVPD.

The geometry in XYZ format:
```
74
C14H27O26S6Zr, DFT ωB97M-V/def2-TZVPD
Zr 0.58 0.64 -1.37
C -2.17 -2.41 -0.70
C -1.22 -1.32 -0.96
O -1.34 -0.41 -1.85
O -0.10 -1.18 -0.33
H -1.81 -3.22 -1.32
H -3.17 -1.98 -0.86
H -2.21 -2.62 0.37
C -2.90 -4.58 4.54
C -3.95 -3.87 3.64
O -3.61 -4.17 2.30
S -2.49 -5.32 2.12
O -1.40 -4.87 1.34
O -3.08 -6.58 1.77
O -2.05 -5.34 3.68
H -3.42 -5.21 5.26
H -2.39 -3.79 5.10
H -4.04 -2.78 3.61
H -4.93 -4.21 3.98
C -2.88 3.90 0.57
C -2.55 4.02 -0.91
O -2.91 2.79 -1.53
S -3.74 1.85 -0.54
O -2.81 0.89 0.01
O -4.98 1.42 -1.06
O -4.06 3.04 0.50
H -3.16 4.85 1.02
H -2.24 3.32 1.22
H -1.61 4.49 -1.22
H -3.20 4.79 -1.34
C 2.84 -0.15 -6.57
C 2.09 -1.50 -6.68
O 1.12 -1.54 -5.64
S 0.79 -0.08 -5.05
O 0.83 -0.18 -3.59
O -0.38 0.49 -5.60
O 2.13 0.66 -5.62
H 2.84 0.37 -7.53
H 3.89 -0.22 -6.29
H 2.79 -2.32 -6.55
H 1.63 -1.55 -7.66
C 4.69 1.30 -3.37
C 5.47 1.46 -2.06
O 4.50 0.99 -1.11
S 3.95 -0.44 -1.64
O 2.53 -0.52 -1.21
O 4.74 -1.55 -1.31
O 4.05 0.00 -3.20
H 5.33 1.15 -4.23
H 3.91 2.04 -3.54
H 5.67 2.52 -1.88
H 6.41 0.91 -2.14
C -0.98 -1.12 3.17
C -0.99 -0.76 4.69
O -1.65 0.51 4.81
S -2.75 0.62 3.63
O -2.98 1.97 3.26
O -3.79 -0.30 3.96
O -1.65 -0.01 2.58
H -1.53 -2.03 2.92
H 0.04 -1.18 2.80
H 0.02 -0.58 5.05
H -1.51 -1.50 5.29
C 2.86 3.65 1.62
C 1.93 3.55 2.81
O 1.27 2.29 2.67
S 2.25 1.22 1.97
O 1.58 0.53 0.87
O 2.97 0.39 2.87
O 3.31 2.32 1.40
H 3.72 4.26 1.90
H 2.42 4.14 0.75
H 1.09 4.23 2.63
H 2.38 3.83 3.77
```

As for the HOMO energy: -0.6017 Ha. Its largest force on an atom is 0.1405 Eh/bohr. The charge is +3. Its frontier orbital gap is 3.3 eV. The value obtained for the total energy is -4940.85853 hartree.

Which value of largest force on an atom does entry 7 give? 0.0620 Eh/bohr